Record 1
{"formula": "C31H52O3P2PtS", "method": "wB97M-V/def2-TZVPD", "multiplicity": 5, "e_homo_ev": [-12.1, -11.9], "total_charge": 2, "lumo_energy_ev": [-6.196, -9.533], "homo_lumo_gap_ev": [5.88, 2.37], "species": ["Pt", "C", "C", "C", "C", "C", "C", "H", "H", "H", "C", "H", "H", "H", "C", "H", "H", "H", "C", "H", "H", "H", "C", "H", "H", "H", "C", "C", "C", "C", "C", "C", "C", "C", "H", "H", "H", "H", "H", "H", "H", "H", "H", "H", "H", "H", "P", "C", "H", "H", "H", "C", "H", "H", "H", "C", "H", "H", "H", "P", "C", "H", "H", "H", "C", "H", "H", "H", "C", "H", "H", "H", "C", "C", "C", "C", "C", "C", "C", "S", "O", "O", "O", "H", "H", "H", "H", "H", "H", "H"], "xyz": [[-0.13854, -0.70755, -2.46965], [-2.23415, 1.60902, -0.98032], [-2.84359, 0.74606, -1.91538], [-2.12481, -0.53214, -0.12246], [-1.86184, 0.82695, 0.15620], [-2.73329, -0.60823, -1.42880], [-2.16564, 3.08229, -1.07594], [-1.90394, 3.41862, -2.08858], [-1.42868, 3.48957, -0.37342], [-3.13739, 3.52860, -0.82286], [-1.57012, 1.32878, 1.50728], [-1.28952, 2.38412, 1.49776], [-0.79522, 0.72497, 2.00078], [-2.48323, 1.24391, 2.12030], [-2.04067, -1.62167, 0.86716], [-2.92638, -1.60655, 1.52446], [-1.16544, -1.50626, 1.52237], [-2.01751, -2.60579, 0.38802], [-3.55518, -1.74027, -1.89657], [-4.60696, -1.42437, -1.94347], [-3.48728, -2.58530, -1.20437], [-3.26495, -2.09436, -2.88993], [-3.66709, 1.19912, -3.04445], [-4.63012, 1.60997, -2.69718], [-3.89627, 0.37223, -3.72101], [-3.17373, 2.00030, -3.60846], [1.49518, 0.38757, -3.15956], [0.29405, 1.19370, -3.26325], [-0.37606, 1.43445, -4.59044], [-1.17450, 0.23489, -5.12291], [-1.11076, -1.01450, -4.29044], [0.10210, -1.83361, -4.24611], [1.34272, -1.40808, -5.01282], [2.12125, -0.20134, -4.41260], [0.36568, 1.74388, -5.33538], [-0.86050, -0.00393, -6.14469], [-1.03096, 2.30822, -4.48806], [2.24709, 0.58153, -5.17638], [2.18216, 0.66006, -2.34121], [0.22987, 1.99472, -2.52565], [3.14136, -0.52459, -4.15114], [2.02696, -2.26805, -5.03987], [-0.06083, -2.91643, -4.14745], [1.05610, -1.18791, -6.05237], [-2.22196, 0.53751, -5.18508], [-2.04393, -1.57447, -4.18722], [1.76179, 1.58261, 0.07601], [1.49161, 2.50271, 1.61113], [2.42727, 2.98691, 1.90084], [1.17814, 1.79809, 2.38660], [0.70679, 3.24620, 1.43782], [3.40631, 0.83394, 0.32814], [4.14349, 1.64408, 0.34961], [3.64363, 0.14251, -0.49127], [3.43106, 0.28840, 1.28152], [2.11409, 2.98501, -1.04809], [2.34888, 2.64100, -2.06176], [2.94877, 3.56551, -0.64439], [1.21551, 3.61422, -1.10123], [1.00668, -2.31723, -0.82105], [-0.18038, -3.58566, -1.43013], [0.39537, -4.37272, -1.93141], [-0.89549, -3.13313, -2.14556], [-0.73169, -3.98326, -0.56980], [2.53761, -2.58154, -1.77284], [2.41514, -2.23939, -2.80571], [2.79693, -3.64256, -1.75068], [3.33944, -1.99976, -1.30525], [1.46800, -2.96794, 0.83197], [1.67725, -4.04694, 0.76240], [0.66615, -2.79750, 1.56036], [2.36517, -2.45742, 1.20852], [-0.57477, 1.21140, 8.97264], [-0.01858, 0.70042, 7.67568], [0.09497, -0.67776, 7.45861], [0.63586, -1.16426, 6.27081], [1.06744, -0.26714, 5.28619], [0.96756, 1.10943, 5.49920], [0.40535, 1.58753, 6.67774], [1.70564, -0.86450, 3.72629], [2.83907, 0.02122, 3.43746], [2.01617, -2.24944, 4.02283], [0.58931, -0.67029, 2.78653], [-1.52133, 0.71861, 9.23185], [0.12520, 1.01950, 9.79732], [-0.74265, 2.29117, 8.91823], [-0.23468, -1.37421, 8.23935], [0.73328, -2.23217, 6.11520], [1.34016, 1.79671, 4.75393], [0.31097, 2.66196, 6.84549]], "forces_ev_per_a": [[-0.7, -1.0, 3.0], [0.0, 0.1, 0.3], [0.1, -0.7, 0.1], [-0.1, -0.4, -0.3], [-0.1, 0.3, 0.3], [-0.3, 1.0, 0.5], [0.3, 0.2, 0.0], [-0.2, -0.1, 0.2], [-0.2, 0.0, -0.1], [0.1, 0.0, -0.1], [0.2, 0.2, 0.1], [-0.1, -0.2, 0.1], [-0.1, 0.0, 0.1], [0.2, 0.0, -0.1], [0.2, -0.3, 0.1], [0.1, 0.1, -0.1], [-0.1, 0.1, 0.0], [-0.1, 0.2, 0.1], [-0.1, -0.5, 0.0], [0.2, -0.1, -0.1], [0.0, 0.1, -0.2], [-0.2, 0.0, 0.1], [-0.2, 0.0, -0.6], [0.3, -0.1, 0.0], [0.0, 0.2, 0.0], [-0.1, -0.1, 0.1], [-0.3, 1.8, -0.7], [1.8, 0.0, -0.2], [-0.1, 0.5, -0.1], [-0.5, 0.3, -0.4], [1.5, -1.3, -0.9], [-1.6, 0.7, -1.4], [0.3, -0.3, 0.1], [0.4, -0.3, 0.3], [0.1, -0.1, 0.2], [-0.1, 0.0, 0.1], [0.0, -0.2, 0.0], [-0.1, -0.1, 0.3], [-0.3, -0.5, -0.5], [-0.3, -0.3, 0.0], [-0.4, 0.1, -0.2], [-0.2, 0.3, -0.2], [0.2, 0.5, 0.3], [0.1, -0.1, 0.3], [0.1, -0.1, -0.2], [0.3, 0.3, 0.1], [2.1, 1.3, 1.2], [-1.1, -0.5, 0.2], [0.1, -0.1, -0.1], [0.2, 0.1, 0.1], [0.2, 0.0, 0.1], [-0.3, -1.0, -0.3], [-0.2, 0.0, 0.0], [0.1, 0.2, 0.2], [-0.2, 0.1, 0.0], [-0.8, -0.3, -0.9], [0.1, 0.3, 0.3], [-0.1, -0.2, 0.1], [0.3, 0.0, 0.0], [0.3, -0.1, -0.2], [-0.1, 0.0, -0.1], [-0.3, 0.0, 0.1], [0.2, -0.5, 0.4], [0.2, -0.1, -0.3], [0.0, 0.0, -0.1], [0.1, -0.2, 0.3], [0.2, 0.1, 0.0], [-0.1, -0.2, -0.1], [-0.2, 0.4, 0.2], [-0.1, 0.3, -0.2], [0.3, 0.0, -0.1], [-0.3, -0.1, -0.1], [-0.1, 0.1, 0.2], [-0.1, -0.1, -0.1], [0.1, 0.1, -0.1], [-0.1, 0.3, 0.0], [-0.2, 0.2, 0.1], [-0.3, -0.4, 0.3], [0.1, -0.1, 0.1], [0.6, 0.1, 2.7], [-0.4, -0.3, -0.8], [0.1, 0.2, -1.1], [-0.4, 0.2, -1.3], [0.2, 0.1, -0.1], [-0.1, 0.0, -0.2], [0.0, -0.2, 0.1], [0.2, 0.3, -0.4], [0.0, 0.1, -0.1], [0.0, 0.1, -0.1], [0.1, -0.3, 0.0]], "mulliken_spin": [0.73, 0.25, 0.26, 0.29, 0.38, 0.42, -0.03, 0.01, 0.00, 0.03, 0.06, 0.00, -0.02, 0.04, 0.00, 0.03, 0.01, 0.00, 0.02, 0.02, 0.00, 0.02, 0.04, 0.03, 0.00, 0.01, 0.06, 0.21, 0.03, 0.05, 0.01, 0.10, 0.03, 0.01, 0.00, -0.01, 0.00, 0.00, 0.03, -0.06, 0.00, 0.00, 0.00, 0.00, 0.01, 0.00, 0.49, 0.11, 0.03, -0.03, 0.00, 0.07, 0.02, -0.01, 0.00, 0.08, -0.01, 0.02, 0.00, 0.01, 0.10, 0.01, -0.03, 0.00, 0.02, -0.01, 0.00, 0.00, 0.01, 0.00, 0.00, 0.00, 0.00, 0.02, 0.00, 0.00, 0.02, 0.00, 0.00, 0.00, 0.01, 0.00, 0.02, 0.00, 0.00, 0.00, 0.00, 0.00, 0.00, 0.00]}

Record 2
{"formula": "C32H21F9FeN4O11P3", "method": "wB97M-V/def2-TZVPD", "multiplicity": 6, "e_homo_ev": [-9.3, -9.1], "total_charge": 0, "lumo_energy_ev": [-1.076, -3.017], "de_lowest_kcal_mol": 14.1, "homo_lumo_gap_ev": [8.18, 6.04], "species": ["Fe", "O", "C", "O", "C", "C", "N", "N", "C", "C", "O", "O", "H", "H", "H", "O", "P", "O", "O", "O", "P", "O", "O", "O", "H", "H", "F", "C", "F", "F", "C", "C", "C", "C", "C", "C", "P", "C", "C", "C", "C", "C", "C", "C", "F", "F", "F", "C", "C", "C", "C", "C", "C", "C", "F", "F", "F", "H", "H", "H", "H", "H", "H", "H", "H", "H", "H", "H", "H", "N", "C", "C", "C", "C", "N", "C", "C", "H", "H", "H", "H"], "xyz": [[-1.04313, -0.32032, 0.18366], [-3.27607, 5.08525, 0.67606], [-2.54962, 4.83027, 1.76056], [-2.45512, 5.61395, 2.66673], [-1.83884, 3.52482, 1.80715], [-0.96279, 3.15651, 2.81917], [-0.48256, 1.94364, 2.52251], [-0.99241, 1.49732, 1.37639], [-1.81734, 2.43244, 0.92618], [-2.46262, 2.14240, -0.39217], [-3.09463, 3.02118, -0.96768], [-2.25087, 0.95638, -0.83197], [-3.26729, 4.33033, 0.02581], [-0.66605, 3.69668, 3.69622], [0.24294, 1.37068, 2.96107], [3.24351, -0.93757, 0.95585], [1.71408, -0.67962, 1.34344], [1.56166, 0.10284, 2.57889], [1.10331, -0.07677, 0.04885], [1.12322, -2.15503, 1.43925], [-0.29492, -2.56804, 2.20786], [-0.48030, -3.99837, 1.50272], [-0.14619, -2.68220, 3.65439], [-1.32526, -1.63169, 1.58850], [3.79195, -0.93694, 1.73863], [-0.48888, -4.67636, 2.17737], [7.99253, 0.06674, -4.96648], [7.32860, -1.05746, -4.65345], [8.14149, -1.79332, -3.88835], [7.15160, -1.72929, -5.80209], [6.00950, -0.75158, -3.98340], [5.09295, 0.03857, -4.67149], [3.87933, 0.34068, -4.08898], [3.58427, -0.14222, -2.80815], [4.49616, -0.93967, -2.13288], [5.71762, -1.24435, -2.72523], [1.98662, 0.25704, -2.05036], [0.75199, -0.17882, -3.27835], [-0.33487, 0.62270, -3.61754], [-1.28057, 0.16104, -4.52343], [-1.14006, -1.09474, -5.08644], [-0.05939, -1.90519, -4.75237], [0.87797, -1.45200, -3.84852], [-2.17043, -1.62795, -6.05269], [-2.94979, -2.56365, -5.47696], [-2.98601, -0.67656, -6.51452], [-1.59696, -2.21330, -7.11307], [1.94318, 2.00339, -1.64765], [3.11300, 2.76016, -1.67809], [3.09106, 4.08554, -1.27066], [1.90691, 4.65245, -0.82924], [0.73683, 3.90328, -0.78069], [0.75866, 2.57981, -1.17948], [1.89272, 6.08283, -0.33798], [0.73082, 6.69470, -0.59379], [2.85793, 6.82210, -0.90338], [2.08564, 6.14856, 0.98975], [5.33255, 0.41188, -5.65665], [3.16216, 0.94991, -4.62137], [4.26518, -1.30826, -1.14668], [6.43439, -1.86013, -2.20444], [-0.46233, 1.60432, -3.19241], [-2.12302, 0.78476, -4.78226], [0.04304, -2.88452, -5.19793], [1.71212, -2.08715, -3.58216], [4.04246, 2.32558, -2.01478], [3.99644, 4.67435, -1.29736], [-0.18302, 4.34321, -0.42227], [-0.14490, 1.99221, -1.09359], [-2.98544, -5.93664, -4.29494], [-2.63281, -5.03359, -3.68516], [-2.18212, -3.90370, -2.91682], [-2.87901, -2.70413, -2.96042], [-2.40587, -1.64352, -2.20851], [-1.29940, -1.72935, -1.45977], [-0.63767, -2.88958, -1.42479], [-1.04087, -4.00550, -2.13261], [-3.76880, -2.59680, -3.56191], [-2.90519, -0.68664, -2.19480], [0.24547, -2.92213, -0.80326], [-0.48734, -4.92960, -2.06394]], "forces_ev_per_a": [[-0.2, 0.2, 0.1], [0.1, -0.1, 0.1], [-0.2, -0.1, -0.2], [0.1, 0.1, 0.1], [0.2, 0.0, 0.1], [-0.1, 0.0, -0.1], [-0.2, 0.1, -0.2], [-0.1, -0.1, 0.1], [0.1, -0.2, 0.2], [-0.1, -0.1, 0.2], [-0.1, 0.1, -0.2], [0.1, 0.1, -0.3], [0.1, 0.1, 0.0], [0.0, 0.1, 0.1], [0.0, 0.0, 0.0], [-0.2, 0.0, -0.4], [-0.1, 0.1, -0.3], [0.0, 0.1, 0.1], [-0.1, -0.4, 0.1], [0.0, 0.0, 0.2], [0.0, 0.0, -0.1], [-0.1, 0.3, -0.3], [0.0, 0.0, 0.1], [0.3, -0.2, 0.0], [0.3, 0.0, 0.4], [0.0, -0.3, 0.3], [-0.1, 0.2, 0.0], [0.1, 0.0, -0.1], [0.0, -0.1, 0.2], [-0.1, -0.1, -0.1], [0.1, 0.0, 0.0], [0.0, 0.0, 0.0], [0.0, 0.0, 0.1], [-0.1, 0.1, -0.1], [0.1, 0.1, -0.1], [0.0, 0.0, 0.0], [0.1, 0.2, 0.1], [0.0, 0.0, 0.1], [0.0, 0.0, -0.1], [0.1, 0.1, 0.0], [0.0, 0.0, -0.1], [0.0, 0.1, 0.0], [0.0, 0.1, 0.0], [0.1, 0.0, -0.2], [0.0, 0.0, -0.6], [0.0, 0.2, 0.1], [0.1, 0.0, 0.0], [0.1, 0.0, 0.0], [-0.1, 0.0, 0.0], [0.0, 0.0, 0.0], [-0.1, 0.1, 0.1], [0.1, 0.0, -0.1], [0.0, 0.0, 0.0], [-0.1, 0.2, 0.1], [-0.1, -0.1, -0.1], [0.2, -0.1, -0.1], [0.0, -0.2, 0.1], [0.0, 0.0, -0.1], [0.0, 0.0, 0.0], [0.0, -0.1, 0.1], [0.0, 0.0, 0.0], [0.0, 0.1, 0.0], [0.0, 0.0, 0.0], [0.0, -0.1, 0.0], [0.1, 0.0, 0.0], [0.1, 0.0, 0.0], [0.0, 0.0, 0.0], [0.0, 0.0, 0.0], [0.1, 0.0, -0.1], [-0.1, -0.3, -0.2], [0.1, 0.2, 0.2], [0.0, 0.0, 0.0], [-0.2, 0.0, 0.5], [0.1, -0.2, 0.0], [-0.2, -0.2, 0.0], [0.0, 0.0, -0.1], [0.0, 0.1, 0.0], [0.0, 0.0, 0.3], [-0.1, 0.1, 0.0], [0.0, 0.0, 0.1], [0.0, 0.0, 0.0]], "mulliken_spin": [3.74, 0.00, 0.00, 0.00, -0.01, 0.00, -0.01, 0.05, 0.00, 0.00, 0.01, 0.07, 0.00, 0.00, 0.00, 0.01, -0.03, 0.02, 0.11, 0.00, 0.02, 0.00, 0.01, 0.07, 0.00, 0.00, 0.00, 0.00, 0.00, 0.00, 0.00, 0.01, 0.04, 0.13, 0.01, 0.01, 0.40, 0.09, 0.04, -0.02, 0.04, -0.01, 0.04, 0.00, 0.00, 0.00, 0.00, 0.00, 0.02, -0.02, 0.02, -0.01, 0.00, 0.00, 0.00, 0.00, 0.00, 0.00, 0.01, 0.00, 0.00, 0.01, 0.00, 0.00, 0.00, 0.01, 0.00, 0.00, 0.06, 0.00, 0.00, 0.00, 0.00, 0.02, 0.04, 0.01, 0.00, 0.00, 0.00, 0.00, 0.00]}

Record 3
{"formula": "C5H31NO11", "method": "wB97M-V/def2-TZVPD", "e_homo_ev": -9.3, "total_charge": 0, "smiles": "CCN(C=O)CC.O.O.O.O.O.O.O.O.O.O", "lumo_energy_ev": 0.261, "de_lowest_kcal_mol": 101.6, "homo_lumo_gap_ev": 9.55, "species": ["C", "C", "N", "C", "O", "C", "C", "H", "H", "H", "H", "H", "H", "H", "H", "H", "H", "H", "O", "H", "H", "O", "H", "H", "O", "H", "H", "O", "H", "H", "O", "H", "H", "O", "H", "H", "O", "H", "H", "O", "H", "H", "O", "H", "H", "O", "H", "H"], "xyz": [[-0.02844, -0.48454, 1.46207], [0.21361, -0.13812, 0.01601], [-0.97097, -0.07071, -0.86865], [-1.88311, -0.97387, -1.18896], [-1.73781, -2.17802, -1.11047], [-1.02007, 1.18706, -1.52552], [-1.46111, 2.29397, -0.68593], [-0.33897, 0.50243, 1.85018], [-0.72805, -1.24719, 1.78901], [0.83458, -0.91909, 2.02578], [0.99211, -0.89314, -0.42769], [0.74780, 0.95240, -0.01747], [-2.85984, -0.56836, -1.54583], [-1.68536, 0.95761, -2.42713], [-0.06132, 1.31508, -2.08983], [-2.48154, 2.03743, -0.18595], [-1.59140, 3.16705, -1.25701], [-0.77764, 2.64207, 0.03211], [2.99704, -0.75433, -1.22570], [3.74165, -1.30105, -1.78098], [3.15185, 0.09147, -1.51456], [0.17663, -3.52491, -2.98338], [-0.67311, -3.49366, -2.51285], [0.92687, -3.24945, -2.38102], [4.03157, 1.65149, -1.65947], [3.39665, 2.12413, -1.02203], [4.80387, 1.31738, -1.08678], [0.47789, 1.13021, 4.30821], [-0.01927, 0.42786, 3.95082], [-0.03189, 1.79088, 4.70637], [-0.52778, -4.22107, 0.87888], [-0.64719, -5.01714, 0.28250], [-0.68796, -3.33287, 0.34797], [-2.17105, 0.20429, 3.21327], [-2.38313, -0.46027, 3.84572], [-2.39757, -0.16989, 2.28778], [2.35498, 3.18790, -0.20566], [1.87400, 3.19769, 0.59482], [2.36427, 4.12548, -0.45735], [-3.14979, -1.12054, 0.98084], [-2.88558, -1.96072, 0.61027], [-3.87787, -1.29536, 1.56077], [1.12253, 2.70960, 2.18059], [0.69476, 2.50987, 3.08261], [1.82805, 2.18755, 2.16929], [0.05965, -1.05074, -4.03789], [-0.06916, -1.67412, -4.74823], [0.35660, -1.61174, -3.22951]], "forces_ev_per_a": [[0.2, 0.7, 1.2], [3.0, -1.3, -1.5], [1.2, 0.9, 1.3], [-0.1, 0.5, -0.6], [0.1, -1.8, 0.9], [-0.5, -1.0, -3.8], [-2.8, 0.1, 1.0], [0.2, -0.9, 0.6], [-0.7, 0.0, -1.0], [0.2, 1.1, -0.8], [-1.4, 1.6, 0.6], [-1.4, -2.8, -0.1], [0.8, 0.1, -0.2], [0.3, 1.0, 1.1], [-0.4, 0.2, 0.8], [1.8, 0.5, -0.7], [-0.6, 1.1, -1.1], [1.1, -0.2, 1.4], [2.2, -6.3, -1.0], [-2.9, 2.0, 2.1], [0.7, 3.8, -1.3], [1.3, -0.1, 0.7], [0.6, 0.3, 0.3], [-1.7, -0.7, -0.6], [0.9, 0.0, 2.0], [1.2, -0.6, -0.9], [-1.9, 0.9, -1.2], [3.1, 0.2, 0.0], [-1.6, -0.9, -0.6], [-1.8, 0.9, 1.1], [-0.5, 1.2, -1.8], [0.1, 1.9, 0.7], [0.3, -3.0, 0.9], [-0.3, 0.5, -2.0], [-0.4, -0.9, 0.6], [0.5, 0.5, 2.0], [0.7, 0.9, -1.6], [-1.2, -0.1, 1.7], [0.2, -0.5, -0.2], [-0.1, 0.7, 0.2], [0.2, -0.6, -0.3], [-0.8, -0.2, 0.4], [-5.4, 3.5, 1.6], [1.0, 0.1, -2.1], [4.7, -3.7, 0.2], [0.8, -0.1, 2.3], [0.0, -0.5, 0.0], [-1.0, 1.2, -2.6]], "mulliken_charge": [-1.62, 0.74, 0.91, -0.39, -0.73, -0.93, -1.08, 0.42, 0.51, 0.36, -0.06, -0.29, 0.52, 0.61, 0.29, 0.20, 0.48, 0.21, -0.61, 0.28, 0.39, -0.69, 0.35, 0.33, -0.79, 0.42, 0.35, -0.68, 0.33, 0.33, -0.70, 0.30, 0.41, -0.64, 0.30, 0.36, -0.63, 0.42, 0.29, -0.64, 0.27, 0.31, -0.72, 0.29, 0.24, -0.64, 0.30, 0.33]}